Record 1
52
Properties=species:S:1:pos:R:3:forces:R:3:mulliken_charge:R:1 method="wB97M-V/def2-TZVPD" orbital_gap_ev=5.398 energy_ev=-52583.495 e_lumo_ev=-1.34
H -0.97693 2.84870 1.79218 0.39 0.92 -0.13 0.35
H -1.08808 -0.23830 2.06607 -0.90 -3.09 2.21 0.53
H 0.60365 -2.28601 1.65309 0.78 0.44 0.20 0.19
C 1.51236 -3.87334 -2.07166 0.67 -0.13 0.18 -0.71
O 1.29320 3.17450 3.25402 -0.13 -0.85 0.24 -0.66
H -0.99953 2.41504 -2.03289 0.10 0.47 0.25 0.61
H 2.60762 3.36180 -0.07482 -0.15 -0.31 -0.42 0.23
H 0.15602 2.17908 0.55437 -0.52 4.45 2.73 -0.74
C 1.06159 4.60234 -0.75660 -2.67 2.48 0.08 -1.04
N 0.98214 2.40167 2.37448 2.00 0.02 0.28 1.34
H -0.88340 -2.74112 1.89047 -0.80 -0.54 0.16 0.27
H 0.45458 -4.13127 -2.12347 0.12 0.17 -0.67 0.31
H 0.47885 3.87079 1.17758 -1.15 0.04 0.07 0.64
H 1.39825 5.57207 -0.42092 0.13 -0.24 0.24 0.42
S -0.17882 0.42307 0.54595 -1.53 -5.90 3.78 0.66
N -1.86012 -0.88383 2.15179 -2.56 -6.87 1.49 -0.01
C -0.20659 4.28842 -1.29959 1.82 2.23 0.26 -0.74
N 1.86365 -4.32586 -0.71003 2.08 -3.34 2.17 0.91
C 0.08078 -1.89328 -0.38462 -0.01 -0.22 0.42 -0.50
O 1.58928 1.32053 2.12182 -0.91 3.69 1.44 -0.47
C 1.08078 -1.79109 0.80721 -1.72 2.13 -0.82 -0.22
N 1.68853 3.42942 -0.48810 1.17 0.16 -1.93 -0.17
O -0.90106 -0.89352 -0.11384 0.32 1.72 0.54 -0.50
O 1.61445 -0.89829 -3.23892 0.32 0.35 0.02 -0.73
O 1.77419 -3.53319 0.24050 0.31 -6.93 -3.08 -0.48
H 1.74030 -2.81007 -2.14651 -0.34 -0.28 0.03 0.34
O 1.15024 -0.37514 0.96464 -1.41 0.24 -0.51 -0.20
C -0.20158 2.94046 -1.52929 -2.36 3.88 -3.59 -0.21
H 2.06250 -2.21178 0.58967 -0.04 3.55 1.01 0.70
C 0.02386 2.89783 1.36310 0.46 1.38 1.70 -0.29
H 1.35851 1.46523 -1.21986 3.63 3.13 -0.84 1.17
C -1.85688 -2.30122 2.04931 0.40 2.82 1.12 -0.39
O -0.97947 0.87506 1.73286 4.48 4.78 -5.35 -0.38
H -0.48593 0.94897 -1.73044 -0.52 -1.50 -2.82 -0.10
H -0.84210 0.42704 -3.42747 0.28 0.08 -0.20 0.42
C -3.89503 -1.55638 2.53625 -0.63 -0.31 -0.21 -0.63
O 2.27713 -5.49677 -0.52505 -1.11 2.77 -1.19 -0.52
N 1.20161 0.19645 -2.88122 0.59 1.08 0.45 1.18
H -1.05432 4.93089 -1.48665 0.34 0.32 -0.05 0.46
H 2.18036 -4.39173 -2.75952 -0.53 -0.32 0.04 0.31
O 0.12996 1.31672 -0.52068 -6.43 -10.30 7.77 -0.87
C 0.96774 2.46511 -1.10183 7.39 4.12 -1.63 -0.34
H -4.95738 -1.59746 2.72633 -0.01 0.23 0.05 0.42
H -3.36583 -3.79355 2.38071 -0.40 0.18 0.07 0.43
H -0.54211 -2.78358 -0.47106 0.38 -0.23 0.36 0.65
C -0.28061 0.22180 -2.51604 -0.79 -0.54 -2.43 -0.37
O 1.91988 1.20984 -2.68792 -0.72 -4.00 -3.61 -0.56
C -3.11321 -0.40686 2.36235 -0.58 -2.91 0.97 -0.47
H -3.39265 0.61552 2.56985 0.32 -0.02 -0.28 0.37
H 0.49894 -1.67247 -1.36670 0.45 -0.24 0.53 -0.31
C -3.10261 -2.74651 2.35182 -0.39 0.76 -0.32 -0.75
H -0.58648 -0.76570 -2.17052 0.34 0.49 -0.77 0.47


Record 2
44
Properties=species:S:1:pos:R:3:forces:R:3:mulliken_charge:R:1 method="wB97M-V/def2-TZVPD" orbital_gap_ev=8.646 smiles="CCCc1nnc(NC(=O)C(=O)NCCN(CC)CC)s1" energy_ev=-36235.507 e_lumo_ev=0.26
H -5.27173 -3.67483 4.92850 -0.12 0.00 -0.03 0.35
H 4.65735 1.93117 -3.42865 0.07 0.11 -0.04 0.23
C 1.08049 1.24338 -3.60348 -0.16 0.12 0.22 -0.75
H -1.67987 -4.40810 4.14642 0.05 -0.07 0.06 0.34
H -1.06097 1.29412 1.58545 -0.01 -0.16 -0.04 0.24
C -1.02888 -0.14199 0.15326 0.00 -0.02 0.31 0.70
H -4.19710 -4.46132 3.77026 -0.03 -0.09 -0.11 0.29
H 2.95179 2.69394 -1.23083 -0.05 -0.01 0.05 0.48
O -1.08536 -1.30655 -0.19091 0.02 0.10 -0.16 -0.74
C -3.18570 -3.59283 5.47285 0.01 -0.10 -0.20 -0.45
H 2.58565 4.77874 -2.39316 0.00 0.14 0.01 0.44
H 3.66780 0.62730 -1.58339 -0.02 -0.10 -0.02 0.42
H 1.51417 4.03884 -3.57500 -0.07 0.07 -0.11 0.27
H 3.23708 3.65339 -3.58422 0.07 0.03 -0.11 0.23
C -0.82716 1.01903 -0.81628 -0.04 0.10 -0.33 0.43
H -0.72408 -0.38824 -2.23202 -0.05 0.09 0.15 0.25
N -1.12951 0.29077 1.43194 0.09 0.65 -0.37 -0.03
C 3.18498 0.58542 -2.56384 0.20 -0.04 -0.12 -0.70
C -1.30259 -0.54064 2.50036 -0.13 -1.33 0.11 0.36
H -1.03994 1.29815 -4.02424 0.03 0.11 0.07 0.37
C -1.59859 -2.29963 4.05431 0.20 -0.13 -1.04 0.45
H -3.25082 -4.48623 6.09666 0.01 0.04 0.08 0.34
H -4.28561 -2.70019 3.84132 -0.06 0.07 -0.10 0.28
H -0.51407 2.50409 -2.82246 -0.05 -0.03 -0.11 0.39
C 2.38358 3.86464 -2.94556 0.01 -0.28 0.17 -1.15
H -1.03564 -3.61267 5.59734 0.05 -0.06 -0.11 0.26
H 5.00141 0.22080 -3.66746 0.12 -0.06 -0.05 0.43
C -0.37759 1.48032 -3.17327 0.27 0.16 -0.18 -1.09
H 1.29809 1.91992 -4.44483 -0.02 -0.10 -0.03 0.31
N -0.74548 0.61336 -2.08505 -0.10 -0.36 -0.01 0.00
N 1.98572 1.38903 -2.48932 -0.12 -0.14 -0.07 0.34
C 2.12861 2.72885 -1.94728 -0.10 0.23 0.02 -0.49
H 3.73972 1.00187 -4.62219 0.00 0.02 -0.14 0.29
C -1.79844 -3.55608 4.81732 -0.19 -0.11 0.40 -0.55
O -0.78934 2.16925 -0.41273 0.01 0.02 0.10 -0.73
C 4.20880 0.96462 -3.64159 -0.21 -0.07 0.26 -1.08
C -4.30344 -3.60900 4.43847 0.08 0.03 0.23 -1.07
H 1.21931 2.96259 -1.38300 0.16 0.07 0.03 0.10
H -3.28970 -2.71721 6.11456 0.03 -0.04 0.07 0.35
S -1.43669 -2.27350 2.29978 -0.03 0.49 0.94 -0.12
H 1.16853 0.21670 -3.97064 0.02 0.04 -0.07 0.53
N -1.37986 -0.13863 3.72471 0.22 1.43 -1.08 -0.45
N -1.54455 -1.13187 4.58615 -0.19 -0.84 1.30 -0.49
H 2.86962 -0.45080 -2.72824 0.06 0.02 0.07 0.41


Record 3
52
Properties=species:S:1:pos:R:3:forces:R:3:mulliken_charge:R:1 method="wB97M-V/def2-TZVPD" orbital_gap_ev=4.582 charge=+1 energy_ev=-128151.319 e_lumo_ev=-6.09
H 1.21960 -5.69277 6.06957 0.05 -0.06 -0.05 0.26
H -2.79974 3.98351 -0.92539 1.12 -0.21 0.96 0.37
O 0.62052 7.63378 -1.95335 -1.31 -2.66 -0.37 -0.69
H 1.22627 -3.07361 5.04160 -0.05 0.02 -0.05 0.32
P 0.40250 6.42742 -2.82433 2.28 4.72 -1.22 0.83
H -0.21735 2.42912 0.10032 -0.79 0.79 -0.87 0.36
H 0.36774 -2.89698 3.50276 -0.01 -0.02 0.03 0.22
H 0.40400 -2.21266 -0.34901 0.04 -0.17 -0.05 0.15
Br -2.37327 6.54521 -1.11606 -0.12 0.52 0.23 0.19
H -0.17880 -3.85999 1.27520 0.07 -0.08 0.01 -0.05
C -1.48782 0.47766 -0.03520 0.36 0.69 0.30 0.72
H 1.85064 6.53763 -4.49044 0.02 -0.30 0.44 0.36
H 2.82056 -3.62870 -0.56295 0.05 0.00 -0.09 0.26
O 1.86662 3.19654 -3.62243 -2.06 2.10 -0.59 -0.53
O -0.72594 2.44247 -1.94699 0.41 1.81 0.19 -0.32
O 0.07019 1.96042 -4.60705 -0.58 3.18 0.50 -0.56
C -0.61642 3.66847 -2.66440 -1.80 1.33 -0.03 -0.30
H -0.95768 -2.96276 -1.19090 0.03 -0.03 0.03 0.43
O -0.66730 6.76188 -4.07374 1.16 -1.42 1.94 -0.45
H 0.54972 -4.42114 -2.42902 0.06 0.05 0.00 0.28
N -1.09076 5.22546 -0.70590 0.48 -0.93 0.94 -0.02
C 0.89910 -4.95430 4.05474 -0.01 -0.22 -0.33 -0.31
C -0.11247 4.91264 -1.80328 1.77 -1.75 -1.20 -0.17
H 0.84629 4.57065 -1.28182 -1.06 0.55 -0.68 0.39
N -2.11313 1.54610 -0.27072 1.64 -0.50 0.02 -0.71
H 2.56112 -5.18069 -1.38587 -0.03 -0.02 0.12 0.31
C 0.03534 -3.14583 -0.77718 0.04 0.25 0.08 -0.33
O 1.86785 6.15500 -3.58594 -3.21 -0.50 0.57 -0.42
S 0.50098 3.27181 -4.12312 2.20 -5.44 -0.97 1.30
C 0.44794 -5.70617 5.29266 0.05 -0.07 0.30 -0.49
H -0.66798 -5.03198 0.03296 -0.09 0.07 0.04 0.21
O 1.35916 -4.81206 0.26315 -0.14 0.25 -0.19 -0.38
H -1.64911 3.91986 -3.06151 1.18 -0.14 -0.05 0.42
H -1.01540 -2.96611 5.86458 -0.04 -0.10 0.05 0.28
H -1.66652 -3.81319 4.44494 -0.01 0.11 -0.03 0.24
O -0.70058 -5.01337 5.80125 0.16 0.18 -0.24 -0.40
H 1.96488 -5.06597 3.85333 -0.07 -0.02 0.00 0.36
C 0.48488 -3.53425 4.38124 0.20 0.29 0.15 -0.47
C 1.03118 -3.67506 -1.78959 -0.07 -0.21 -0.35 -0.63
H 0.18602 -6.74455 5.08085 -0.07 0.06 0.08 0.29
H -0.52982 5.48923 0.12816 -0.40 0.62 -0.67 0.44
H -1.45321 7.23760 -3.73784 0.55 -0.08 -0.19 0.34
C 0.04693 -4.23851 0.27539 -0.06 -0.35 0.08 -0.11
H 0.34693 -5.30991 3.17969 0.09 -0.02 0.03 0.12
H -2.21069 4.04518 0.80487 0.67 0.14 -1.12 0.42
C -1.11447 2.62649 -0.57093 -0.24 -0.90 1.03 0.35
H 1.46015 -2.90311 -2.42997 0.01 -0.05 0.04 0.33
C 2.06028 -4.34355 -0.89645 0.24 0.02 0.20 -0.46
C -0.81563 -3.75216 5.13318 -0.28 -0.15 0.04 -0.40
F 0.27236 4.32018 -5.35888 0.17 -0.87 2.40 -0.20
O -0.83168 -0.43931 0.23862 -1.39 1.03 -0.35 -0.35
C -1.87160 3.98435 -0.26715 -1.20 -1.50 -1.10 -0.83


Record 4
48
Properties=species:S:1:pos:R:3:forces:R:3:lowdin_spin:R:1 method="wB97M-V/def2-TZVPD" orbital_gap_ev="7.861 / 5.625" charge=+4 energy_ev=-100924.716 spin_multiplicity=9 e_lumo_ev="-13.76 / -16.61"
Er -0.23335 0.31927 -0.43322 0.23 1.85 0.88 3.07
H 2.74859 1.99214 1.81188 0.19 -0.66 -0.84 0.00
H 3.62463 -0.23847 -3.57377 -0.24 -0.23 -0.14 0.00
C -3.90116 0.53594 1.02904 0.00 0.15 -0.17 0.00
H 4.28333 2.62201 -1.10187 -0.17 -0.39 0.22 0.00
Ru -0.82774 -2.77516 -0.87954 -0.27 4.35 -0.36 1.65
C -2.89357 -1.51070 2.07159 0.07 0.01 -0.04 0.01
H -4.35662 -2.78781 0.11167 -0.16 0.18 0.03 0.00
C -4.66161 -1.74926 0.28593 -0.56 -0.20 0.05 0.01
O -0.79423 1.57930 3.08408 0.77 -3.22 -4.23 0.00
S 0.19412 -1.22998 -2.34624 1.14 -0.71 -0.47 0.13
C 3.28964 3.03998 -0.87704 1.24 0.49 -1.34 0.00
O 0.84376 -5.16511 -1.71869 -3.20 4.84 1.56 0.03
H -5.03220 -1.32426 -0.65498 -0.08 -0.14 0.21 0.00
H -2.54984 -2.53258 1.89965 -0.09 0.05 0.26 0.00
C 1.97480 -2.43944 -3.97535 -0.23 -0.31 -0.41 0.00
C 2.59930 -0.14865 -3.19602 0.00 0.85 0.38 0.00
H 3.86746 -2.27419 -1.95471 -0.23 -0.03 -0.01 0.00
H 3.07537 3.57834 -1.80166 -0.66 -0.15 0.00 0.00
C 2.83652 -2.07941 -1.62993 -0.17 -0.10 0.29 0.01
H 1.55189 -3.40511 -3.69296 0.04 -0.01 -0.06 0.00
H -3.05452 1.12274 1.40939 -0.23 0.03 -0.05 0.00
H 1.34778 -2.00854 -4.76285 0.12 -0.08 0.05 0.00
H -4.26565 0.97861 0.09444 -0.07 0.05 0.27 0.00
C 0.21605 -4.22148 -1.41156 4.62 -7.38 -2.40 0.03
H 1.97812 0.34073 -3.95189 0.19 -0.12 -0.12 0.00
C 2.84656 1.17367 1.04530 0.48 -0.17 0.63 0.00
H 2.95393 -2.63977 -4.42236 0.02 0.16 0.25 0.00
C -0.62965 0.91409 2.14930 -0.54 3.37 4.31 0.00
H 2.28596 0.26203 1.40757 0.62 0.77 -0.45 0.00
H 3.90811 0.91323 0.83048 -0.55 0.00 0.61 0.00
S -2.38442 -0.94032 -0.59492 0.54 -0.80 -0.58 0.12
C -3.50755 -0.91792 0.82100 -1.03 -0.34 0.48 0.01
H 2.66263 0.52405 -2.32196 0.08 -0.73 -1.07 0.00
I -1.84846 1.54863 -3.21157 0.28 1.75 0.16 1.31
C -1.94210 -3.99522 -0.04635 -5.41 -7.09 4.32 0.03
H -2.05272 -0.89969 2.41653 -0.20 -0.26 0.14 0.00
H 2.40526 -3.01729 -1.27891 0.25 -0.04 -0.01 0.00
H 3.43861 3.74748 -0.08703 -0.42 0.25 0.85 0.00
S 2.22802 1.69621 -0.54248 -0.42 0.95 1.98 0.00
O -2.60441 -4.81727 0.48364 3.63 4.61 -2.99 0.03
O 0.77894 2.19808 -0.15296 0.35 -0.11 -0.51 0.00
C 2.05710 -1.49981 -2.78757 0.45 -0.29 -0.77 0.01
H -4.69963 0.57635 1.77819 0.10 0.08 -0.14 0.00
H -5.48100 -1.75972 1.00603 -0.03 -0.02 -0.01 0.00
H -3.66697 -1.51919 2.85070 0.26 -0.08 -0.07 0.00
H 2.89989 -1.39532 -0.77909 -0.01 0.08 0.04 0.00
I -2.81879 -0.93368 -4.24406 -0.69 -1.20 -0.73 1.53


Record 5
43
Properties=species:S:1:pos:R:3:forces:R:3:mulliken_charge:R:1 method="wB97M-V/def2-TZVPD" orbital_gap_ev=8.151 smiles="CCCCCCCCSc1nnc(/N=C/N(C)C)s1" energy_ev=-41500.717 e_lumo_ev=0.45
H 0.06847 -2.29972 1.79710 0.00 0.13 -0.01 0.22
C -2.18545 1.28659 -0.04723 0.17 0.30 0.09 0.52
H 2.89997 -4.63802 0.68449 0.02 0.02 -0.09 0.33
H 2.18907 7.13269 -1.58789 0.01 0.01 0.05 0.31
H -4.17617 -0.41769 -0.92498 -0.11 -0.04 0.02 0.44
H 2.21560 5.62952 -3.65071 0.01 0.01 0.00 0.31
S -3.36966 0.65292 1.03756 -0.48 -0.15 0.29 -0.17
H -3.56866 -2.89180 1.82906 -0.05 0.04 0.07 0.34
H 2.32514 -1.83216 1.74324 -0.02 0.13 0.06 0.30
H 2.88284 -3.18187 2.73478 0.02 0.00 0.14 0.29
C -0.48801 2.48085 -1.25478 -1.11 -0.27 1.51 0.42
H 3.44263 6.12967 -0.83761 -0.03 0.04 0.03 0.31
N 1.84738 5.07740 -1.67171 0.18 0.21 -0.01 0.13
N -0.96117 1.44995 -1.85515 1.16 0.56 -1.20 -0.92
C -3.95177 -0.78585 0.07470 0.32 0.28 -0.04 -0.87
H 2.22153 -3.30291 -0.24638 0.03 -0.06 -0.08 0.30
H -2.02249 -1.53332 -0.43023 -0.07 -0.08 -0.06 0.27
C 2.39665 4.79227 -2.97331 0.04 -0.15 -0.27 -0.92
C -0.18219 -3.08122 1.07781 -0.08 -0.43 0.09 -0.30
N -1.89627 0.78402 -1.20008 -1.17 -0.72 0.85 0.09
C 0.85318 -4.20166 1.15009 0.11 0.27 -0.25 -0.68
C 2.87890 -2.76708 1.72880 -0.03 -0.10 -0.23 -1.16
C -2.64120 -2.49064 1.41099 0.04 -0.23 -0.21 -0.58
S -1.27893 2.71983 0.38153 0.11 -0.56 -0.92 -0.32
H -2.30186 -1.68979 2.07220 -0.04 -0.02 0.05 0.35
H 1.91193 3.89818 -3.35716 0.09 0.07 -0.06 0.30
C 0.90771 4.29992 -1.14283 -0.55 -0.63 0.08 0.20
H 1.88119 6.35153 -0.02506 -0.01 0.00 0.01 0.27
H -0.15543 -2.64020 0.07992 0.04 0.11 -0.04 0.25
H 3.47342 4.62555 -2.90004 0.01 0.01 0.00 0.31
H 0.88096 -4.60482 2.16559 -0.02 -0.09 0.05 0.32
N 0.45138 3.26753 -1.76078 1.19 1.04 -0.59 -0.30
H -1.57330 -4.09127 2.35702 0.01 -0.10 -0.01 0.37
H 3.90579 -2.54688 1.44495 0.10 0.08 0.04 0.36
H -3.33348 -2.69810 -0.61909 0.03 -0.06 -0.06 0.32
C -1.58737 -3.59738 1.38207 0.01 0.35 0.08 -0.83
H 0.55052 4.59791 -0.14975 0.10 0.07 -0.07 0.14
H -4.86961 -1.09240 0.57675 -0.05 0.04 -0.02 0.46
C -2.93490 -1.91328 0.02887 0.04 0.02 0.30 -0.50
H -1.86985 -4.34620 0.63800 0.00 -0.11 0.00 0.31
C 2.25895 -3.75499 0.74735 -0.07 -0.10 0.22 -0.47
H 0.53960 -5.00983 0.48406 -0.05 -0.07 0.05 0.35
C 2.36499 6.23275 -0.99214 0.10 0.20 0.10 -0.89